No. 1
{"formula": "C3H13AlN6O4", "method": "wB97M-V/def2-TZVPD", "species": ["Al", "C", "N", "O", "O", "H", "H", "N", "N", "N", "O", "H", "H", "H", "H", "H", "H", "C", "H", "H", "N", "C", "N", "H", "O", "H", "H"], "xyz": [[1.365, 0.697, -2.343], [-1.827, -0.746, -0.357], [1.443, -4.037, -0.426], [-1.118, 0.029, -0.915], [-0.095, 2.846, -0.894], [-0.767, -1.190, 1.276], [1.453, -4.609, -1.259], [0.444, 3.307, 1.174], [-2.895, -1.263, -0.804], [1.739, -2.173, 0.561], [1.550, 0.660, 0.519], [1.905, -2.826, 1.314], [-0.581, 5.140, -1.023], [-3.260, -0.781, -1.613], [1.481, -4.510, 0.465], [-2.345, -1.936, 1.113], [0.612, 0.531, 0.761], [1.471, -2.730, -0.561], [0.758, 2.347, 1.161], [-3.467, -1.921, -0.294], [-0.124, 4.907, -0.152], [0.059, 3.642, 0.009], [-1.536, -1.496, 0.698], [0.522, 4.036, 1.868], [1.375, -2.127, -1.595], [-0.135, 5.392, 0.734], [1.975, -1.191, 0.584]], "lowdin_charge": [1.305, -0.748, 0.229, 0.028, 0.042, 0.105, 0.148, 0.262, 0.211, 0.244, -0.126, 0.148, 0.154, 0.152, 0.138, 0.130, -0.016, -0.732, 0.084, 0.146, 0.236, -0.751, 0.199, 0.158, 0.031, 0.141, 0.081], "fmax_ha_per_bohr": 0.1306, "e_tot_ha": -993.27098, "total_charge": 2, "orbital_gap_ev": 3.60, "mol_weight_g_mol": 224.16}


No. 2
{"formula": "C34H30NO5SW", "method": "wB97M-V/def2-TZVPD", "species": ["H", "C", "H", "C", "C", "H", "O", "H", "H", "C", "H", "C", "W", "C", "H", "C", "H", "C", "H", "H", "C", "H", "C", "O", "H", "C", "O", "C", "C", "C", "H", "H", "C", "H", "C", "H", "C", "C", "C", "H", "H", "C", "H", "H", "H", "H", "H", "C", "H", "C", "H", "O", "C", "C", "C", "C", "O", "C", "H", "S", "H", "N", "H", "C", "C", "C", "C", "C", "H", "C", "H", "C"], "xyz": [[-7.488, -2.688, 1.029], [6.426, -1.781, -0.405], [1.211, -0.400, 2.639], [-4.277, -0.743, 0.116], [4.633, -1.189, 1.080], [-6.739, -0.801, 2.437], [-0.277, -5.026, -0.457], [4.182, 3.474, 3.384], [-4.703, 0.428, 1.876], [-4.093, 1.746, -3.424], [-2.376, 3.685, 0.262], [2.170, -4.183, -0.094], [-0.087, -1.055, 0.072], [-3.006, 0.408, -1.735], [-3.395, 1.858, 0.678], [-1.423, 3.207, 0.086], [4.221, 2.308, 1.224], [-2.597, 1.119, 0.638], [2.182, 0.725, -1.641], [-4.908, 2.394, -3.718], [-2.991, -0.042, -0.280], [2.984, 2.050, -0.806], [-3.105, 1.404, -4.339], [0.070, -3.008, 0.954], [4.161, -1.256, 2.053], [4.679, -0.306, -1.151], [-1.915, -0.958, -0.076], [-4.046, 1.247, -2.134], [5.863, -0.991, -1.393], [2.666, 2.206, 4.226], [-3.147, 1.784, -5.351], [-4.836, 1.491, -1.434], [2.685, 0.903, 1.761], [4.261, 0.301, -1.943], [3.531, 1.985, 1.994], [1.189, 0.762, 4.794], [3.518, 2.636, 3.215], [4.055, -0.401, 0.086], [0.928, 1.895, -0.364], [2.421, -4.941, -0.831], [6.344, -0.903, -2.358], [-6.169, -1.087, 1.564], [-6.177, -3.329, -0.967], [-1.210, -0.605, -2.397], [-0.359, 5.026, -0.320], [1.783, 3.812, -0.697], [2.748, -3.273, -0.244], [-1.341, 1.830, 0.204], [-1.315, 0.274, -4.663], [2.253, 1.252, -0.685], [2.319, -4.570, 0.912], [1.732, -0.765, 0.286], [-5.012, -0.390, 1.239], [0.878, 3.277, -0.450], [2.716, 0.257, 0.384], [1.848, 0.468, 2.777], [0.322, -2.776, -1.340], [-4.708, -1.802, -0.679], [-2.464, 0.721, 1.649], [0.453, -3.825, -0.273], [6.247, -2.487, 1.615], [-0.174, 1.158, -0.031], [2.660, 2.711, 5.182], [-2.026, 0.067, -2.654], [1.840, 1.119, 4.007], [5.807, -1.880, 0.834], [-2.078, 0.562, -3.953], [-6.589, -2.144, 0.774], [-4.142, -2.078, -1.561], [-0.307, 3.949, -0.238], [7.348, -2.314, -0.596], [-5.853, -2.504, -0.348]], "lowdin_charge": [0.110, -0.070, 0.094, -0.162, -0.021, 0.109, -0.232, 0.111, 0.108, -0.055, 0.127, -0.103, 1.802, -0.169, 0.127, 0.011, 0.127, -0.061, 0.138, 0.111, -0.407, 0.127, -0.069, -0.442, 0.126, -0.021, -0.275, -0.015, -0.062, -0.070, 0.110, 0.129, -0.178, 0.109, -0.019, 0.110, -0.057, -0.157, -0.204, 0.084, 0.110, -0.063, 0.112, 0.083, 0.127, 0.127, 0.057, -0.206, 0.111, -0.061, 0.086, -0.308, -0.025, 0.009, -0.412, -0.035, -0.426, -0.011, 0.143, 0.498, 0.111, 0.043, 0.109, -0.033, -0.061, -0.060, -0.059, -0.068, 0.129, -0.001, 0.110, -0.054], "fmax_ha_per_bohr": 0.0199, "e_tot_ha": -2209.71105, "total_charge": 1, "orbital_gap_ev": [7.44, 7.54], "mol_weight_g_mol": 748.52, "multiplicity": 3}


No. 3
{"formula": "C2H4N2O2", "method": "wB97M-V/def2-TZVPD", "species": ["N", "C", "C", "N", "H", "H", "H", "O", "H", "O"], "xyz": [[1.448, 0.868, -0.168], [-0.828, 0.171, -0.056], [0.727, -0.260, -0.035], [-1.683, -0.842, -0.163], [-1.252, -1.772, -0.088], [-2.496, -0.718, 0.350], [1.086, 1.726, 0.025], [-0.975, 1.353, 0.162], [2.350, 0.490, 0.003], [1.295, -1.275, 0.160]], "lowdin_charge": [0.178, -0.442, -0.482, 0.192, 0.128, 0.091, 0.061, 0.073, 0.111, 0.091], "fmax_ha_per_bohr": 0.0806, "e_tot_ha": -338.61715, "total_charge": 0, "orbital_gap_ev": 10.56, "mol_weight_g_mol": 88.07, "smiles": "NC(=O)C(N)=O"}


No. 4
{"formula": "C20H43BCl10O", "method": "wB97M-V/def2-TZVPD", "species": ["C", "Cl", "C", "H", "H", "C", "H", "Cl", "H", "H", "H", "C", "H", "H", "C", "H", "C", "H", "H", "H", "H", "Cl", "Cl", "Cl", "H", "H", "C", "B", "C", "H", "H", "H", "H", "H", "Cl", "H", "H", "C", "O", "Cl", "H", "H", "H", "H", "H", "H", "C", "H", "H", "C", "H", "Cl", "C", "C", "H", "H", "H", "H", "Cl", "H", "H", "C", "C", "H", "C", "H", "H", "C", "C", "H", "H", "C", "C", "Cl", "H"], "xyz": [[-1.669, -5.422, -1.198], [-4.139, -1.479, -3.464], [4.640, -0.379, 3.683], [-1.462, -1.374, 1.542], [2.332, 3.603, 1.743], [-2.211, 5.851, -1.753], [1.713, -0.637, -0.290], [-1.710, 5.107, -0.213], [5.302, 4.087, -2.226], [-0.993, 0.343, -2.775], [-6.252, -2.585, -0.646], [-2.539, -5.893, -2.334], [4.771, 0.252, 2.808], [4.434, 2.895, 1.447], [3.910, 2.893, 0.491], [4.965, -0.292, 5.816], [-5.858, -1.870, -1.367], [-1.912, -6.284, -3.134], [4.008, 1.882, 0.077], [-6.661, -1.556, -2.029], [0.927, 1.998, -1.593], [-3.645, -7.202, -1.843], [-2.602, -4.593, 0.076], [2.899, -0.741, 3.820], [-0.941, 2.028, -3.292], [-1.900, 5.187, -2.556], [1.501, 1.425, -0.861], [-0.421, -0.216, -0.054], [-0.568, -1.456, 0.916], [1.568, 1.390, 1.309], [5.037, 2.392, -1.797], [2.410, -5.582, 3.761], [-1.043, 2.588, -1.039], [-1.143, -6.250, -0.729], [4.528, 1.922, 5.155], [2.200, 4.124, 0.085], [2.026, -3.166, 3.149], [5.188, 0.283, 4.922], [4.580, 3.815, -0.354], [0.208, -6.359, 3.474], [-1.931, 1.094, 0.768], [1.258, -4.744, 4.812], [-3.144, -5.081, -2.730], [0.306, -1.615, 1.546], [-5.048, -3.445, -2.560], [0.895, -0.438, -1.814], [2.434, 3.259, 0.710], [-2.530, -0.015, -0.423], [5.153, -1.324, 3.514], [-1.520, 1.296, -2.724], [2.521, 1.399, -1.251], [-5.304, -0.451, -0.444], [4.634, 3.407, -1.701], [1.433, 2.118, 0.501], [0.428, 2.536, 0.607], [-2.477, 1.172, -3.230], [6.268, 0.381, 4.823], [-1.672, 6.792, -1.843], [-4.645, 4.606, -1.864], [-0.938, -4.708, -1.574], [-3.933, 6.677, -2.703], [-1.736, 1.787, -1.282], [1.345, -3.954, 2.834], [-3.878, -2.688, -1.459], [-3.695, 6.113, -1.803], [3.643, 3.445, -2.167], [0.335, -3.556, 2.787], [0.965, -0.019, -0.804], [-4.719, -2.503, -2.122], [-4.024, 6.677, -0.934], [-0.722, -2.345, 0.292], [1.434, -5.106, 3.801], [-1.705, 0.682, -0.225], [1.815, -4.435, 1.181], [-2.723, 2.256, -1.248]], "lowdin_charge": [-0.640, 0.554, -0.644, 0.067, 0.108, -0.648, 0.098, 0.575, 0.086, 0.060, 0.074, -0.659, 0.059, 0.112, -0.231, 0.067, -0.647, 0.075, 0.104, 0.069, 0.097, 0.542, 0.571, 0.573, 0.068, 0.068, -0.208, -0.342, -0.038, 0.113, 0.087, 0.066, 0.032, 0.070, 0.540, 0.118, 0.003, -0.663, -0.189, 0.535, 0.120, 0.073, 0.048, 0.034, 0.068, 0.105, -0.155, 0.065, 0.076, -0.097, 0.089, 0.571, -0.120, -0.191, 0.099, 0.050, 0.074, 0.072, 0.549, 0.074, 0.072, -0.289, -0.677, 0.012, -0.661, 0.085, 0.057, -0.119, -0.682, 0.066, 0.041, -0.661, -0.138, 0.537, 0.070], "fmax_ha_per_bohr": 0.0105, "e_tot_ha": -5489.85374, "total_charge": 0, "orbital_gap_ev": 10.01, "mol_weight_g_mol": 664.91, "smiles": "CCCB(C)CCCCCOC.ClCCCl.ClCCCl.ClCCCl.ClCCCl.ClCCCl"}